w | A molecular structure, C6H15NO2Tl, computed with the ωB97M-V functional and the def2-TZVPD basis.

```
! RIJCOSX wB97M-V def2-TZVPD def2/J DEFGRID3
* xyz 3 1
Tl 4.10286 -25.57644 -33.65248
C 6.88132 -26.95705 -31.62521
O 6.04353 -27.05142 -32.74227
C 6.63603 -27.73733 -33.81941
C 6.93909 -26.65303 -34.91860
N 5.61488 -26.27283 -35.42860
C 5.72463 -25.43462 -36.62082
C 4.46416 -24.73760 -37.05657
O 3.90033 -23.79600 -36.13742
C 4.66932 -22.61207 -35.89004
H 7.42008 -27.82330 -31.24122
H 6.42949 -26.36738 -30.82755
H 7.78503 -26.37861 -31.81710
H 5.94742 -28.47268 -34.23556
H 7.57463 -28.15011 -33.44963
H 7.52078 -27.07808 -35.73657
H 7.57995 -25.90542 -34.45119
H 5.24560 -27.17820 -35.68168
H 6.15786 -26.04971 -37.40954
H 6.36859 -24.56716 -36.47611
H 3.68910 -25.46479 -37.29859
H 4.68463 -24.31380 -38.03631
H 4.05553 -21.71227 -35.93156
H 5.40945 -22.47870 -36.67904
H 5.04180 -22.85449 -34.89475
*
```

Results
* HOMO-LUMO gap: 3.68 eV
* molar mass: 337.6 g/mol

x | A molecular structure, C6H15NO2Tl, computed with the ωB97M-V functional and the def2-TZVPD basis.

```
! RIJCOSX wB97M-V def2-TZVPD def2/J DEFGRID3
* xyz 3 1
Tl -0.38112 2.53477 -3.12166
C 1.66422 -3.19516 0.91537
O 1.52963 -1.78455 0.81664
C 2.29679 -1.18292 -0.18699
C 1.97768 0.32619 -0.17818
N 0.53504 0.51483 -0.40944
C -0.17852 1.21350 0.65911
C -1.68359 1.09187 0.48687
O -2.07350 1.77804 -0.71943
C -3.49657 1.63906 -0.89022
H 2.68082 -3.44661 1.27499
H 1.42625 -3.68835 -0.03441
H 1.02218 -3.55533 1.71927
H 1.97421 -1.61722 -1.14791
H 3.36843 -1.34302 -0.03406
H 2.61666 0.98228 -0.77995
H 2.21122 0.65358 0.84450
H 0.05497 -0.40153 -0.44251
H 0.16225 2.25186 0.71272
H 0.08478 0.71206 1.61217
H -2.19422 1.58382 1.32376
H -2.00477 0.04306 0.44018
H -3.75145 0.62322 -1.21607
H -3.78077 2.35969 -1.65524
H -4.06060 1.90687 0.01049
*
```

Results
* HOMO-LUMO gap: 3.58 eV
* molar mass: 337.6 g/mol

Energies relative to the most stable structure, in eV: w 1.550; x 0.000.

w | A molecular structure, C22H35BrClF11IrN5O7S4SiTe, computed with the ωB97M-V functional and the def2-TZVPD basis.

```
! RIJCOSX wB97M-V def2-TZVPD def2/J DEFGRID3
* xyz 0 1
Ir -1.30338 1.50319 0.71005
N 3.91852 0.57376 3.26353
C 3.43702 1.59754 2.49095
N 2.47308 1.45225 1.62817
C 2.28066 2.61536 0.93196
C 3.07964 3.65873 1.28122
S 4.14549 3.17815 2.53960
C 1.43436 2.75335 -0.27030
C 2.00269 3.32147 -1.35017
S 0.82788 3.88367 -2.47464
C -0.42305 3.33813 -1.41878
N 0.02371 2.64310 -0.36882
N -1.67615 3.71465 -1.68812
H 3.18881 -0.10397 3.44232
H 4.35724 0.87666 4.12032
H 3.07436 4.65506 0.87414
H 3.05419 3.50158 -1.48557
H -1.85428 4.06821 -2.61460
H -2.45431 3.19462 -1.31325
F -3.40913 2.57691 3.86587
Te -3.83191 2.86144 2.09594
F -3.16618 0.99051 1.79623
F -4.16384 4.58710 2.63077
F -5.40211 1.98796 2.48590
F -4.78456 3.28663 0.54985
O -2.28645 3.19964 1.17391
C 2.76394 -0.23205 -1.81845
C 2.39925 -1.72030 -1.73783
C 3.10963 -2.25591 -0.48340
C 2.98894 -2.40890 -2.98398
Si 0.50857 -2.03313 -1.65614
Br -0.02988 -0.63859 0.19936
C 0.03336 -3.75988 -0.96534
C 0.85641 -4.82686 -1.71578
C 0.29858 -3.90739 0.54284
C -1.44741 -4.09741 -1.18344
C -0.46853 -1.48981 -3.19739
C 0.02966 -0.13648 -3.72356
C -1.96934 -1.34225 -2.92152
C -0.28591 -2.54706 -4.30475
H 3.85447 -0.15483 -1.89078
H 2.46317 0.29115 -0.91576
H 2.34266 0.27601 -2.68204
H 4.17316 -2.01019 -0.55909
H 3.03280 -3.33558 -0.37049
H 2.73431 -1.77773 0.42366
H 4.07786 -2.30480 -2.94919
H 2.65160 -1.93093 -3.90436
H 2.76504 -3.47386 -3.04892
H 1.92203 -4.76959 -1.50302
H 0.72019 -4.77638 -2.79829
H 0.51240 -5.81400 -1.39231
H 1.31601 -3.65500 0.83448
H 0.12246 -4.95154 0.81948
H -0.38193 -3.29259 1.13082
H -1.70776 -4.18296 -2.23856
H -2.11162 -3.36756 -0.72201
H -1.64855 -5.06829 -0.72028
H 0.00444 0.63985 -2.95362
H -0.62895 0.18352 -4.53699
H 1.04018 -0.19548 -4.12656
H -2.15018 -0.59737 -2.15092
H -2.44333 -2.27285 -2.62062
H -2.45698 -1.00581 -3.84261
H 0.75607 -2.71128 -4.57779
H -0.80837 -2.19864 -5.20122
H -0.72177 -3.50889 -4.03228
Cl -3.70049 -1.18973 -0.14045
C -4.46692 0.27240 -0.79505
C -3.52203 1.33566 -1.34337
O -3.99261 2.13693 -2.12100
O -2.23866 1.30852 -1.06143
H -5.08126 0.70273 -0.00699
H -5.12451 -0.01695 -1.60885
F -1.87748 -1.25902 2.87506
C -1.61163 -0.63277 4.02590
F -1.21672 -1.53878 4.91609
F -2.70213 -0.04420 4.47259
S -0.21146 0.53167 3.72911
O -0.66001 1.54504 2.72232
O 0.83016 -0.35248 3.31132
N -0.12432 1.17797 5.12174
S 0.95137 2.29455 5.51146
O 2.22610 2.04311 4.90494
O 0.84484 2.55445 6.90641
C 0.33650 3.85132 4.68681
F 0.86108 3.97736 3.46646
F 0.71292 4.89639 5.42180
F -0.99173 3.85180 4.58732
*
```

Results
* HOMO-LUMO gap: 6.68 eV
* molar mass: 1282.1 g/mol

x | A molecular structure, C22H35BrClF11IrN5O7S4SiTe, computed with the ωB97M-V functional and the def2-TZVPD basis.

```
! RIJCOSX wB97M-V def2-TZVPD def2/J DEFGRID3
* xyz 0 1
Ir -0.01002 0.24017 0.29981
N -1.77469 -0.59942 3.21719
C -0.42841 -0.47995 3.32544
N 0.34758 -0.14385 2.32723
C 1.68691 -0.10178 2.70083
C 1.91653 -0.36675 4.00033
S 0.42600 -0.71427 4.80398
C 2.59864 0.17684 1.60380
C 3.93856 0.15423 1.54608
S 4.46664 0.42615 -0.08063
C 2.82281 0.54849 -0.61403
N 1.96862 0.42819 0.39244
N 2.45419 0.80232 -1.85507
H -2.11649 -0.73898 2.27679
H -2.26091 -1.11089 3.93387
H 2.85486 -0.39992 4.52554
H 4.63943 -0.05308 2.33529
H 3.07338 0.59906 -2.62058
H 1.43706 0.76845 -2.03223
F -1.37474 -1.50520 -4.76595
Te -0.75198 -0.68032 -3.08259
F -3.53209 -0.38560 -1.60509
F -2.01687 0.73681 -3.50383
F 1.02772 -1.58108 -2.71928
F 0.39081 0.30730 -4.19539
O -0.27240 0.63334 -1.62123
C -0.82091 3.75851 -2.42427
C -0.93150 5.00605 -1.53020
C -2.41057 5.14664 -1.14327
C -0.53099 6.23976 -2.35986
Si 0.16211 4.88284 0.02301
Br -0.25861 2.77383 0.97659
C -0.40527 5.97151 1.50006
C -0.54887 7.42522 1.01353
C -1.75168 5.54199 2.10692
C 0.62001 5.94074 2.64338
C 2.05006 4.92711 -0.28449
C 2.40122 4.21113 -1.59402
C 2.86382 4.23928 0.82363
C 2.52067 6.38791 -0.40632
H -1.47997 3.89018 -3.28764
H -1.12871 2.84693 -1.92404
H 0.17883 3.58287 -2.80901
H -3.00704 5.14410 -2.06020
H -2.62482 6.07719 -0.61552
H -2.75079 4.30940 -0.53347
H -1.21439 6.31831 -3.21047
H 0.47674 6.15631 -2.76616
H -0.59597 7.17458 -1.79882
H -1.32758 7.53234 0.25802
H 0.37914 7.82534 0.60311
H -0.83025 8.05580 1.86305
H -2.57598 5.59736 1.39924
H -1.98287 6.21761 2.93659
H -1.71750 4.53001 2.50933
H 1.57392 6.38613 2.36409
H 0.80438 4.92514 2.99966
H 0.22468 6.51946 3.48402
H 2.06559 3.17701 -1.60000
H 3.49088 4.20589 -1.70647
H 1.98731 4.70915 -2.46846
H 2.57690 3.19404 0.95268
H 2.78073 4.73476 1.78892
H 3.91954 4.25663 0.53380
H 1.98632 6.93469 -1.18542
H 3.58198 6.39171 -0.67404
H 2.42048 6.94180 0.52711
Cl -1.01883 -4.55242 -0.15739
C 0.48468 -3.82842 -0.80070
C 0.85682 -2.51706 -0.13550
O 2.00287 -2.29847 0.19159
O -0.16410 -1.71403 0.03652
H 0.34050 -3.63839 -1.86198
H 1.28731 -4.54097 -0.65034
F -3.89961 1.82368 1.79676
C -4.91717 0.98179 1.63820
F -6.03545 1.67993 1.56248
F -4.96838 0.19352 2.70443
S -3.31911 0.58951 -0.46451
O -2.23421 0.09282 0.33311
O -3.38492 1.91325 -0.90971
N -4.70498 0.20402 0.41761
S -5.80800 -1.05481 0.06391
O -6.01674 -1.10922 -1.33082
O -6.83861 -0.91025 1.02414
C -4.81465 -2.54702 0.54562
F -3.80482 -2.70558 -0.28173
F -5.62557 -3.58656 0.50080
F -4.35575 -2.38194 1.78451
*
```

Results
* HOMO-LUMO gap: 7.83 eV
* molar mass: 1282.1 g/mol

Energies relative to the most stable structure, in eV: w 2.542; x 0.000.